{
  "formula": "C7H11I2O2S",
  "method": "ωB97M-V/def2-TZVPD",
  "homo_ev": -3.8,
  "e_above_lowest_kj_mol": 18.36,
  "total_energy_ha": -1417.42018,
  "total_charge": -1,
  "e_lumo_ev": 0.436,
  "symbols": ["C", "C", "C", "C", "C", "C", "C", "O", "O", "S", "I", "I", "H", "H", "H", "H", "H", "H", "H", "H", "H", "H", "H"],
  "coordinates": [[0.1628, 0.5360, 2.2050], [0.5717, 1.6082, 1.1226], [0.2622, -0.8908, 1.5617], [-0.4663, 1.6216, 0.0076], [-0.5542, -1.0144, 0.2515], [-0.1960, 0.1681, -0.6058], [-0.8272, 0.1163, -2.0099], [-1.8503, 0.6593, -2.2753], [-0.7947, -1.3728, -4.2273], [0.0460, -1.1618, -3.0410], [2.0062, 0.5728, -3.6073], [1.1062, -4.7884, 0.1396], [0.7776, 0.5149, 3.1285], [-0.8706, 0.8590, 2.6864], [0.8152, 2.6200, 1.4895], [1.3713, 1.1294, 0.6362], [1.2785, -1.0183, 1.3597], [-0.1024, -1.6617, 2.1728], [-1.4286, 1.8428, 0.4938], [-0.3283, 2.3791, -0.7620], [-0.2998, -1.8531, -0.4473], [-1.5855, -1.1185, 0.5662], [0.9063, 0.2526, -0.8450]],
  "forces_ev_per_a": [[-1.640, 0.806, 0.859], [-0.886, 0.036, 1.265], [-1.786, 1.550, -0.820], [0.100, -1.290, 0.570], [1.280, -0.188, -0.401], [-0.679, 3.081, -1.885], [-0.349, 0.156, 2.477], [0.142, -0.281, -1.143], [0.462, 0.030, 0.525], [0.120, 0.322, -1.494], [-0.829, -0.553, 0.236], [-0.051, 0.174, -0.041], [0.223, 0.269, -0.764], [1.514, -0.977, -1.323], [0.000, -0.563, 0.142], [2.023, 0.276, -0.103], [1.704, -0.593, -0.284], [-0.093, -0.975, 1.252], [-0.156, -0.660, -0.603], [0.337, 0.037, 0.026], [-0.035, -0.234, 1.564], [-0.474, 0.397, -0.553], [-0.925, -0.819, 0.499]],
  "mulliken_charge": [-0.52, -0.63, -0.81, -0.90, -0.29, 0.35, 0.02, -0.47, -0.47, 0.46, -0.10, -0.93, 0.33, 0.28, 0.37, 0.36, 0.32, 0.43, 0.31, 0.39, 0.16, 0.22, 0.14]
}